{
  "formula": "CH2NO4P",
  "method": "ωB97M-V/def2-TZVPD",
  "largest_force_ev_per_a": 1.35,
  "orbital_gap_ev": 6.2,
  "mol_weight_g_mol": 123.0,
  "homo_energy_ha": 0.04308,
  "total_charge": -2,
  "species": ["C", "N", "O", "O", "O", "O", "P", "H", "H"],
  "positions_angstrom": [[0.68723, 0.14465, -1.09339], [-0.55335, -0.24941, -1.51921], [-0.06478, 1.44268, 2.06976], [-1.02627, -0.87099, 1.57696], [1.48925, 0.58477, -1.94477], [1.39215, -0.64737, 2.39719], [0.20123, -0.00313, 1.74597], [-0.90442, -0.00424, -2.45258], [-1.22105, -0.39697, -0.77993]],
  "atomic_forces_ev_per_a": [[0.68, 0.48, 0.56], [-0.57, -0.18, -0.24], [0.32, -0.06, -0.65], [0.30, 0.14, -0.75], [-0.42, -0.28, 0.29], [0.18, 0.11, -0.68], [-0.68, -0.13, 1.16], [0.27, 0.05, 0.19], [-0.08, -0.13, 0.12]]
}

---

{
  "formula": "CH2CsNaO3",
  "method": "ωB97M-V/def2-TZVPD",
  "largest_force_ev_per_a": 1.93,
  "orbital_gap_ev": 3.8,
  "mol_weight_g_mol": 217.9,
  "homo_energy_ha": -0.18445,
  "total_charge": 0,
  "species": ["O", "C", "O", "O", "H", "Na", "Cs", "H"],
  "positions_angstrom": [[0.29534, -0.99258, 0.81566], [0.10926, -0.90678, -0.53817], [0.48726, -1.81810, -1.28599], [-0.61493, 0.07914, -0.86351], [0.76263, -1.80132, 1.05516], [-0.70641, -0.80690, -3.00517], [-1.32443, 2.24800, 1.84745], [0.99128, 3.99855, 1.97457]],
  "atomic_forces_ev_per_a": [[0.27, 0.11, 0.11], [-1.75, 0.44, 0.68], [0.53, -0.32, -0.49], [0.39, -0.04, -0.40], [0.11, -0.02, -0.35], [0.29, 0.03, 0.65], [0.59, 0.06, -0.20], [-0.43, -0.26, -0.01]]
}

---

{
  "formula": "C15H42O6",
  "method": "ωB97M-V/def2-TZVPD",
  "largest_force_ev_per_a": 3.14,
  "orbital_gap_ev": 10.1,
  "mol_weight_g_mol": 318.5,
  "homo_energy_ha": -0.34761,
  "smiles": "CC(C)O.CC(C)O.CC(C)O.CCO.CCO.CCO",
  "total_charge": 0,
  "species": ["C", "C", "C", "O", "H", "H", "H", "H", "H", "H", "H", "H", "C", "C", "C", "O", "H", "H", "H", "H", "H", "H", "H", "H", "C", "C", "C", "O", "H", "H", "H", "H", "H", "H", "H", "H", "C", "C", "O", "H", "H", "H", "H", "H", "H", "C", "C", "O", "H", "H", "H", "H", "H", "H", "C", "C", "O", "H", "H", "H", "H", "H", "H"],
  "positions_angstrom": [[3.16305, 5.80467, -1.15898], [2.14858, 5.63904, -0.01419], [0.88105, 6.58719, -0.05848], [1.72955, 4.28997, -0.00603], [3.69379, 6.74958, -1.04250], [2.62263, 5.81708, -2.10550], [3.88303, 4.98632, -1.16353], [2.59903, 5.83808, 0.95822], [0.21336, 6.40829, 0.78431], [0.10643, 6.38078, -0.79703], [1.19932, 7.62359, -0.17114], [2.41165, 3.62195, -0.10645], [-1.44931, -5.44576, -3.11290], [-1.82869, -3.99694, -2.90406], [-1.59528, -3.36099, -1.55193], [-0.97244, -3.27348, -3.73472], [-1.45479, -5.79369, -4.14586], [-1.96298, -6.18278, -2.49562], [-0.38515, -5.58905, -2.92546], [-2.86109, -3.78497, -3.18212], [-2.14493, -3.84451, -0.74435], [-2.03721, -2.37093, -1.43984], [-0.58994, -3.35439, -1.13080], [-0.96547, -3.62231, -4.62907], [2.32123, 0.56933, 0.88853], [1.43673, -0.14917, -0.12116], [-0.09369, 0.00491, 0.22267], [1.89600, 0.25794, -1.41295], [3.27651, 0.05389, 0.78919], [1.96267, 0.45481, 1.91147], [2.62184, 1.57614, 0.59860], [1.60799, -1.22229, -0.03633], [-0.60004, -0.61156, -0.52009], [-0.31510, 1.03693, -0.04936], [-0.40057, -0.41747, 1.17950], [1.16124, 0.04615, -1.99336], [-1.69186, -2.41565, 2.90731], [-1.10891, -3.83684, 2.57436], [-0.86631, -4.37365, 3.84604], [-0.94964, -1.74561, 3.34119], [-2.50631, -2.55115, 3.61894], [-2.06188, -1.84197, 2.05756], [-0.14926, -3.62629, 2.10229], [-1.66979, -4.55447, 1.97561], [-0.53361, -3.64199, 4.37100], [1.30375, 0.87320, 5.18413], [0.16598, 1.35653, 4.27885], [-0.90208, 0.55172, 4.66173], [1.79723, 0.01160, 4.73443], [0.95898, 0.61217, 6.18468], [2.10784, 1.60910, 5.18426], [0.32909, 1.17080, 3.21725], [-0.08606, 2.37284, 4.58167], [-1.57540, 1.07234, 5.10580], [-2.06106, -0.33413, -4.53631], [-1.27373, 0.29215, -3.31857], [-0.19443, -0.49614, -3.00932], [-2.56844, -1.28993, -4.40550], [-1.39280, -0.39781, -5.39507], [-2.88397, 0.27203, -4.91510], [-1.99084, 0.25242, -2.49865], [-1.00183, 1.34613, -3.37605], [-0.47390, -1.41359, -3.05143]],
  "atomic_forces_ev_per_a": [[-0.69, 0.74, 0.46], [-0.37, 0.02, -0.36], [0.26, -1.15, -0.24], [-1.60, -0.40, 0.18], [0.12, 0.02, -0.15], [0.10, -0.07, -0.08], [0.00, 0.04, 0.08], [0.40, 0.24, 0.04], [0.73, 0.36, 0.83], [0.73, -0.25, -1.03], [-0.11, -0.03, 0.32], [0.38, 0.48, -0.07], [0.63, -1.01, 0.64], [0.27, -0.09, 0.12], [-0.83, -0.51, 1.85], [0.91, 1.39, -1.01], [-0.84, 0.34, -0.28], [-0.27, 0.15, -0.03], [0.17, 0.32, 0.61], [-0.30, -0.26, -0.06], [-0.29, -0.67, -0.14], [0.31, 0.34, -0.70], [0.34, 0.04, -0.74], [-0.07, -0.03, -0.08], [0.96, -0.96, -0.48], [-0.35, 0.00, 1.11], [1.30, -0.07, -2.32], [-0.78, 0.20, 1.06], [0.26, -0.13, 0.46], [0.08, 0.30, -0.07], [-0.83, 0.24, 0.18], [0.32, -0.28, 0.14], [-0.28, 0.01, -0.08], [-0.60, 0.17, 0.81], [0.36, 0.69, 0.22], [-0.19, -0.15, -0.81], [-0.69, -0.66, -1.12], [0.54, 2.45, 0.70], [0.21, -1.20, 0.56], [0.27, -0.36, 0.26], [-0.04, 0.14, -0.02], [-0.20, -0.22, -0.23], [0.14, -0.37, -0.56], [-0.33, 0.36, 0.16], [0.08, -0.13, 0.24], [1.20, 0.36, -1.28], [0.56, -0.29, 1.73], [-2.16, -1.11, -0.03], [-0.25, -0.38, 0.12], [-0.01, 0.29, -0.14], [0.03, 0.22, 0.45], [0.28, 0.65, 0.02], [0.30, 0.37, -0.81], [0.02, -0.09, -0.10], [0.32, 1.38, -0.57], [-3.00, -0.77, -0.54], [1.51, -0.24, 0.11], [0.63, -0.19, 0.68], [0.18, -0.30, 0.02], [0.03, 0.62, 0.34], [-0.20, 0.18, 0.45], [0.27, -0.20, -0.65], [0.09, -0.52, -0.17]]
}